# C27H30NO5

A gas-phase ion, C27H30NO5 (charge -1) (wB97M-V/def2-TZVPD, the Open Molecules 2025 dataset).

Output
Gap between HOMO and LUMO (Eh): 0.175
Total charge: -1
SMILES: CCOC(=O)[C@@H](c1ccccc1)[C@H](c1ccc(N(C)C)cc1)c1cc(OC)c([O-])c(OC)c1

Positions of all 63 atoms, in Å:
C: 4.3422 -4.7525 2.1881
C: 3.5000 -4.5638 3.4032
O: 2.1758 -4.2112 2.8359
C: 1.4760 -3.7030 3.8927
O: 1.9306 -3.4849 5.0207
C: 0.0760 -3.1833 3.5633
C: -0.8102 -4.2999 4.2157
C: -0.7803 -4.5324 5.5969
C: -1.7295 -5.3694 6.2058
C: -2.7046 -5.9899 5.3852
C: -2.7192 -5.8440 3.9826
C: -1.7344 -5.0255 3.4112
C: 0.0982 -1.6247 3.7159
C: -1.2268 -0.9696 3.4002
C: -1.4272 0.2990 2.8376
C: -2.6590 0.8967 2.8043
C: -3.8164 0.1998 3.2423
N: -5.0770 0.7275 3.1124
C: -6.3166 -0.0601 3.4017
C: -5.3064 2.1678 2.7807
C: -3.6221 -1.1173 3.7238
C: -2.3643 -1.6306 3.8303
C: 1.3209 -0.7844 3.3400
C: 2.3299 -1.1795 2.4414
C: 3.5864 -0.5900 2.5329
O: 4.7167 -1.2774 2.2791
C: 5.9683 -0.5984 2.0141
C: 3.6806 0.8145 2.9445
O: 4.7131 1.4993 2.6979
C: 2.3669 1.4034 3.3907
O: 2.1711 2.7258 3.4623
C: 2.8592 3.7307 2.6554
C: 1.3530 0.5313 3.7640
H: 5.2517 -5.2868 2.4861
H: 3.8235 -5.3325 1.4002
H: 4.5593 -3.7596 1.7644
H: 3.2886 -5.5226 3.9380
H: 3.8943 -3.7619 4.0869
H: -0.0838 -3.1768 2.4975
H: -0.0349 -3.9945 6.2289
H: -1.6670 -5.5526 7.2833
H: -3.3877 -6.7387 5.8377
H: -3.4780 -6.3642 3.3506
H: -1.6977 -4.8083 2.3323
H: 0.0887 -1.9964 4.8114
H: -0.5777 0.8390 2.4815
H: -2.7453 1.8849 2.3763
H: -6.1522 -1.1451 3.4111
H: -6.7253 0.2701 4.3867
H: -7.0642 0.1525 2.6118
H: -4.4352 2.7516 3.1072
H: -5.4577 2.2924 1.6735
H: -6.2024 2.4707 3.3275
H: -4.4496 -1.7539 3.9651
H: -2.2703 -2.5916 4.2827
H: 2.1882 -2.0050 1.6938
H: 6.6023 -1.4444 1.7332
H: 5.9256 0.1499 1.1773
H: 6.3589 -0.1253 2.9306
H: 2.4827 4.6509 3.1095
H: 3.9355 3.6394 2.7670
H: 2.5731 3.7007 1.6004
H: 0.5634 0.9758 4.3254

=====

# C31H71N10O10

9 unconnected molecules or ions with the total composition C31H71N10O10 (wB97M-V/def2-TZVPD, the Open Molecules 2025 dataset).

Output
Gap between HOMO and LUMO (Eh): 0.292
Total charge: +1

Positions of all 122 atoms, in Å:
C: -0.3806 -1.7004 -1.0223
C: -0.9093 -0.3425 -0.7156
O: -0.7120 0.2543 0.3009
O: -1.7495 0.1799 -1.6865
C: -3.0901 0.2586 -1.2433
C: -3.6213 -1.1484 -0.9553
C: -3.9963 -1.9054 -2.2198
N: -4.7902 -3.1012 -1.9383
C: -4.8387 -3.5612 -0.5455
C: -5.2302 -2.4321 0.4118
N: -4.8960 -1.0779 -0.1631
H: -0.4024 -2.2680 -0.0920
H: 0.6426 -1.6813 -1.4061
H: -0.9905 -2.1958 -1.7779
H: -3.1572 0.8970 -0.3512
H: -3.6617 0.7277 -2.0471
H: -2.9280 -1.7096 -0.3158
H: -3.0901 -2.1153 -2.7970
H: -4.5904 -1.2109 -2.8333
H: -4.4699 -3.8664 -2.5166
H: -3.9022 -4.0135 -0.2013
H: -5.6230 -4.3183 -0.4836
H: -4.6607 -2.5001 1.3379
H: -6.2783 -2.4173 0.6983
H: -5.6473 -0.7530 -0.7761
H: -4.8130 -0.4195 0.6145
C: -1.9895 -3.1380 2.2802
O: -2.3339 -3.5688 1.1812
N: -1.2903 -3.8373 3.1757
C: -0.8939 -3.2783 4.4558
C: -0.9107 -5.2052 2.8490
H: -2.2259 -2.1158 2.6185
H: 0.1916 -3.2701 4.5549
H: -1.3154 -3.8578 5.2778
H: -1.2539 -2.2537 4.5309
H: -0.2932 -5.2301 1.9517
H: -1.7939 -5.8169 2.6674
H: -0.3502 -5.6177 3.6837
C: 0.2226 3.2473 -2.8547
O: 0.0551 3.8712 -3.8849
N: 1.4065 3.0856 -2.2343
C: 1.5363 2.3201 -1.0112
C: 2.5893 3.6992 -2.8114
H: -0.6056 2.7422 -2.3251
H: 1.9389 2.9293 -0.2030
H: 2.2169 1.4773 -1.1630
H: 0.5647 1.9296 -0.7203
H: 2.4712 4.7809 -2.8803
H: 2.7714 3.3205 -3.8180
H: 3.4396 3.4709 -2.1717
C: 0.6436 2.1800 4.0510
O: 1.0087 2.0211 5.1997
N: 0.4349 3.3769 3.4668
C: -0.0029 3.4716 2.0927
C: 0.6744 4.5816 4.2403
H: 0.4461 1.3348 3.3675
H: 0.7344 4.0071 1.4918
H: -0.9650 3.9841 2.0131
H: -0.1040 2.4651 1.6889
H: 1.7105 4.6247 4.5764
H: 0.0357 4.6102 5.1235
H: 0.4644 5.4455 3.6136
C: 4.7094 2.1473 1.7608
O: 3.7828 2.6993 1.1865
N: 5.5975 1.3442 1.1552
C: 6.6872 0.7090 1.8731
C: 5.4543 1.1096 -0.2712
H: 4.8914 2.2708 2.8400
H: 7.6525 1.0020 1.4621
H: 6.6165 -0.3777 1.8046
H: 6.6349 0.9994 2.9214
H: 5.5055 2.0509 -0.8213
H: 4.4886 0.6473 -0.4860
H: 6.2552 0.4504 -0.5976
C: 8.7131 1.2654 -1.4128
O: 8.7141 0.2598 -0.7198
N: 9.6005 2.2683 -1.2922
C: 9.5356 3.4498 -2.1261
C: 10.6631 2.1392 -0.3112
H: 7.9755 1.4356 -2.2127
H: 10.4325 3.5388 -2.7425
H: 9.4369 4.3514 -1.5178
H: 8.6822 3.3647 -2.7941
H: 11.2723 1.2580 -0.5131
H: 10.2566 2.0380 0.6957
H: 11.2884 3.0280 -0.3567
C: -6.6811 -2.7607 4.0139
O: -6.7107 -2.0754 2.9961
N: -6.7985 -4.0911 4.0477
C: -6.7369 -4.8314 5.2933
C: -7.0188 -4.8211 2.8062
H: -6.5461 -2.3094 5.0084
H: -5.9145 -5.5482 5.2782
H: -7.6676 -5.3724 5.4674
H: -6.5802 -4.1385 6.1180
H: -6.1847 -4.6578 2.1200
H: -7.9465 -4.4920 2.3376
H: -7.0820 -5.8828 3.0303
C: -10.8381 -3.3729 1.2022
O: -10.0801 -4.0126 1.9088
N: -10.4311 -2.4854 0.2730
C: -11.3619 -1.7368 -0.5449
C: -9.0051 -2.2842 0.1105
H: -11.9327 -3.4639 1.2720
H: -11.2147 -1.9489 -1.6055
H: -11.2519 -0.6627 -0.3843
H: -12.3780 -2.0203 -0.2770
H: -8.5176 -3.2161 -0.1879
H: -8.5504 -1.9494 1.0463
H: -8.8522 -1.5366 -0.6675
C: 7.8339 2.8393 -5.7013
O: 8.5566 2.2153 -4.9440
N: 8.2659 3.8018 -6.5368
C: 7.3710 4.5135 -7.4237
C: 9.6838 4.1206 -6.5467
H: 6.7479 2.6603 -5.7690
H: 7.6507 4.3633 -8.4680
H: 7.3788 5.5847 -7.2141
H: 6.3571 4.1423 -7.2827
H: 10.2759 3.2445 -6.8111
H: 10.0121 4.4612 -5.5644
H: 9.8587 4.9083 -7.2759

=====

# C41H57GaGeN3Si2Te

A molecular structure, C41H57GaGeN3Si2Te (wB97M-V/def2-TZVPD, the Open Molecules 2025 dataset).

Output
Gap between HOMO and LUMO (spin up / spin down) (Eh): 0.238 / 0.184
<S²>: 0.796
Total charge: +2
2S+1: 2

Positions of all 106 atoms, in Å:
Ga: -0.6300 0.6380 -0.7295
C: -3.1864 1.2454 -2.4785
N: -2.9565 1.3326 -1.0024
C: -3.9422 0.4660 -0.2862
C: -3.0947 2.7036 -0.5631
C: -4.3248 3.2941 -0.3721
C: -4.3823 4.5729 0.1732
C: -3.2263 5.2271 0.6012
C: -1.9931 4.6491 0.3923
C: -1.8901 3.4220 -0.3094
N: -0.7289 2.8200 -0.6791
C: 0.4304 3.5837 -0.7646
C: 0.4748 4.9800 -0.9246
C: 1.6627 5.6714 -0.7664
C: 2.8396 4.9692 -0.4925
C: 2.8523 3.5751 -0.4754
C: 1.6536 2.8821 -0.6463
N: 1.5755 1.4640 -0.8916
C: 1.8681 1.2821 -2.3494
C: 2.4721 0.6583 -0.0350
H: -4.2139 1.5475 -2.6990
H: -3.0459 0.2132 -2.8177
H: -2.4950 1.9063 -3.0144
H: -4.9718 0.6964 -0.5823
H: -3.8630 0.6038 0.7945
H: -3.7334 -0.5702 -0.5343
H: -5.2287 2.7674 -0.6059
H: -5.3407 5.0464 0.3477
H: -3.3054 6.1670 1.1313
H: -1.1045 5.1084 0.7953
H: -0.4345 5.5122 -1.1771
H: 1.6923 6.7414 -0.8591
H: 3.7516 5.5302 -0.3530
H: 3.7919 3.0495 -0.3643
H: 2.9271 1.4377 -2.5502
H: 1.3017 2.0242 -2.9298
H: 1.5467 0.2937 -2.6656
H: 3.5154 0.8046 -0.3023
H: 2.2257 -0.3967 -0.1622
H: 2.3331 0.9506 1.0047
C: -1.2138 -3.6611 3.8441
Si: -0.2016 -2.2565 3.2243
C: 0.9839 -1.7404 4.5482
C: 0.7197 -2.7237 1.6918
C: -1.4837 -0.9037 2.8000
Te: -1.0275 1.1130 2.1936
C: -0.0462 1.6519 4.0421
Si: 1.2921 2.9718 4.0818
C: 2.8988 2.2239 3.5335
C: 0.7703 4.2549 2.8557
C: 1.3743 3.6585 5.7895
H: -0.5895 -4.5248 4.0406
H: -1.9692 -3.9468 3.1176
H: -1.7021 -3.3956 4.7744
H: 1.5381 -2.6219 4.8406
H: 0.4973 -1.3354 5.4304
H: 1.7075 -1.0164 4.1935
H: 1.6968 -3.1013 1.9598
H: 0.8375 -1.8732 1.0349
H: 0.2405 -3.5293 1.1471
H: -2.1783 -0.7620 3.6282
H: -2.0914 -1.2777 1.9707
H: 0.2961 0.6999 4.4373
H: -0.9337 1.9303 4.6073
H: 2.9864 2.2662 2.4509
H: 3.0205 1.1854 3.8362
H: 3.7449 2.7687 3.9282
H: 0.5183 3.7435 1.9268
H: 1.5559 4.9580 2.6281
H: -0.0988 4.8084 3.1915
H: 1.6119 2.9124 6.5349
H: 0.4154 4.0999 6.0602
H: 2.1324 4.4434 5.8326
C: -1.7179 -2.7464 -0.8073
Ge: -0.3983 -2.0796 -2.0387
C: -1.1030 -2.0669 -3.8521
C: -0.3820 -1.6723 -4.9812
C: -0.8915 -1.8654 -6.2735
C: -2.1180 -2.4884 -6.4526
C: -2.8485 -2.8938 -5.3433
C: -2.3578 -2.6584 -4.0648
C: 1.4156 -2.8687 -1.8679
C: 2.6094 -2.1870 -1.9093
C: 3.8631 -2.7846 -1.6529
C: 3.9425 -4.1113 -1.3404
C: 2.7680 -4.9078 -1.3605
C: 2.8405 -6.3039 -1.1249
C: 1.7300 -7.0985 -1.2137
C: 0.5076 -6.5282 -1.6146
C: 0.4037 -5.1772 -1.8265
C: 1.5027 -4.2947 -1.6810
H: -1.7107 -3.8291 -0.7192
H: -2.7000 -2.4132 -1.1186
H: -1.5143 -2.3466 0.1844
H: 0.6023 -1.2383 -4.8674
H: -0.3122 -1.5459 -7.1294
H: -2.4822 -2.6534 -7.4626
H: -3.7977 -3.3923 -5.4842
H: -2.9580 -2.9957 -3.2317
H: 2.6232 -1.1369 -2.1280
H: 4.7582 -2.1858 -1.7064
H: 4.8909 -4.5753 -1.1256
H: 3.8022 -6.7372 -0.8664
H: 1.7934 -8.1627 -1.0355
H: -0.3477 -7.1737 -1.7600
H: -0.5389 -4.7714 -2.1774

=====

# CH14NO4

5 unconnected molecules or ions with the total composition CH14NO4 (wB97M-V/def2-TZVPD, the Open Molecules 2025 dataset).

Output
Gap between HOMO and LUMO (Eh): 0.419
Energy above the lowest of the compared OMol25 structures with the same formula, charge and spin (kJ/mol): 114.0
Total charge: +1

Positions of all 20 atoms, in Å:
C: 1.4147 0.4084 -1.6785
N: 1.0793 -0.4053 -0.4916
H: 2.4596 0.7307 -1.6412
H: 1.0467 0.0433 -2.6236
H: 1.0623 1.4255 -1.4604
H: 0.1027 -0.2338 -0.2549
H: 1.6918 -0.2345 0.3600
H: 1.0815 -1.4061 -0.6588
H: -5.7082 0.2855 -0.4942
H: -5.5991 1.8371 -0.7876
O: -5.1173 1.0260 -0.5809
H: -2.6037 -0.2645 -2.6030
H: -2.9603 0.6245 -1.4408
O: -2.1993 0.1988 -1.8650
H: 2.9477 -0.9770 2.2770
H: 3.7750 -0.7722 0.9481
O: 2.8904 -0.8839 1.3124
H: 2.0765 -0.8981 4.3151
H: 0.8067 -0.2880 3.6371
O: 1.7533 -0.2165 3.7308

=====

# C9H14O

2 unconnected molecules or ions with the total composition C9H14O (wB97M-V/def2-TZVPD, the Open Molecules 2025 dataset).

Output
Gap between HOMO and LUMO (Eh): 0.362
Energy above the lowest of the compared OMol25 structures with the same formula, charge and spin (kJ/mol): 111.7
SMILES: Cc1ccccc1.CCO

Positions of all 24 atoms, in Å:
C: 0.2765 -2.1788 -0.1702
C: 1.2909 -1.1279 0.2473
C: 1.5546 -0.8875 1.5918
C: 2.2365 0.2676 1.9853
C: 2.8402 1.1065 1.0607
C: 2.4377 0.9145 -0.2548
C: 1.8382 -0.2613 -0.7024
H: -0.6411 -1.9120 0.3324
H: 0.6816 -3.1342 0.1719
H: 0.2174 -2.3070 -1.2496
H: 1.1497 -1.5047 2.3536
H: 2.1745 0.3922 3.0491
H: 3.4375 1.9801 1.2880
H: 2.6524 1.6239 -1.0373
H: 1.7998 -0.4666 -1.7578
C: -2.4651 0.6304 0.1492
C: -2.7702 0.5958 -1.3549
O: -2.4212 1.7822 -2.0532
H: -3.3645 0.4506 0.7332
H: -2.0870 1.5761 0.5378
H: -1.7916 -0.1813 0.3820
H: -2.1519 -0.1930 -1.7777
H: -3.8130 0.3693 -1.5745
H: -3.0817 2.4652 -1.9499

=====

| no. | maximum force (eV/Å) | molecular weight (g mol⁻¹) |
| --- | --- | --- |
| 1 | 4.1 | 448.5 |
| 2 | 0.5 | 744.0 |
| 3 | 0.8 | 918.0 |
| 4 | 2.7 | 104.1 |
| 5 | 2.0 | 138.2 |